# C36H30NOPPdS

A molecular structure, C36H30NOPPdS (ωB97M-V/def2-TZVPD, OMol25).

```
71
Properties=species:S:1:pos:R:3
Pd 0.055 0.296 -0.570
O 2.261 -0.528 -1.704
C 2.254 0.284 -0.834
C 2.996 1.339 -0.268
C 4.378 1.190 -0.020
C 5.081 2.223 0.555
C 4.451 3.424 0.882
C 3.093 3.578 0.663
C 2.345 2.542 0.113
P 0.587 2.642 -0.251
C 0.121 4.357 0.077
C 0.023 4.799 1.397
C -0.198 6.143 1.646
C -0.330 7.034 0.588
C -0.240 6.587 -0.723
C -0.023 5.244 -0.989
C 0.466 2.316 -2.056
C -0.701 1.689 -2.559
C -0.687 1.115 -3.825
C 0.462 1.163 -4.599
C 1.590 1.836 -4.137
C 1.602 2.396 -2.875
H 4.862 0.261 -0.289
H 6.141 2.109 0.743
H 5.023 4.237 1.305
H 2.609 4.510 0.921
H 0.129 4.097 2.216
H -0.262 6.499 2.666
H -0.515 8.081 0.787
H -0.331 7.286 -1.545
H 0.053 4.888 -2.008
H -1.637 1.773 -2.021
H -1.583 0.652 -4.218
H 0.469 0.703 -5.578
H 2.468 1.912 -4.765
H 2.481 2.922 -2.526
C -5.533 4.873 1.207
C -4.848 4.349 -0.071
C -3.535 5.094 -0.266
C -5.758 4.620 -1.288
C -4.653 2.854 0.052
C -5.821 2.041 0.225
C -5.774 0.678 0.339
C -4.529 0.065 0.269
S -4.173 -1.604 0.354
C -2.478 -1.211 0.149
N -2.209 0.085 0.020
C -3.333 0.842 0.088
C -3.419 2.241 -0.010
C -1.467 -2.199 0.142
C -1.771 -3.571 0.308
C -0.758 -4.492 0.291
C 0.567 -4.064 0.151
C 0.881 -2.707 0.017
C -0.123 -1.768 -0.026
H -5.699 5.946 1.108
H -4.904 4.699 2.082
H -6.499 4.401 1.384
H -3.728 6.165 -0.324
H -3.046 4.800 -1.196
H -2.853 4.924 0.570
H -5.893 5.695 -1.401
H -6.743 4.168 -1.171
H -5.308 4.229 -2.203
H -6.786 2.526 0.265
H -6.674 0.093 0.473
H -2.510 2.815 -0.121
H -2.798 -3.886 0.454
H -0.977 -5.545 0.396
H 1.369 -4.791 0.142
H 1.921 -2.421 -0.061
```

Computed properties:
- E: -2386.58689 Eh
- LUMO level (spin up / spin down): -6.248 / -9.232 eV
- HOMO energy (spin up / spin down): -11.94 / -14.49 eV
- Net charge: +2
- Spin multiplicity: 5

---

# C9H36O9

9 unconnected molecules or ions with the total composition C9H36O9 (ωB97M-V/def2-TZVPD, OMol25).

```
54
Properties=species:S:1:pos:R:3
C -1.175 1.277 -0.573
O -2.167 0.715 0.232
H -1.109 0.559 -1.451
H -0.175 1.298 -0.152
H -1.393 2.310 -0.865
H -1.974 -0.175 0.509
C -2.890 -2.736 1.648
O -1.901 -1.758 1.584
H -3.149 -2.756 2.690
H -2.660 -3.735 1.400
H -3.864 -2.473 1.283
H -1.151 -2.205 1.895
C 0.727 -0.944 -3.901
O 1.353 -1.973 -3.188
H 1.320 -0.420 -4.563
H 0.367 -0.213 -3.202
H -0.082 -1.383 -4.413
H 1.700 -2.574 -3.810
C 2.753 0.668 1.976
O 3.464 1.388 2.978
H 2.165 -0.095 2.528
H 3.403 0.223 1.217
H 2.059 1.367 1.498
H 3.862 2.244 2.663
C -1.699 -2.990 -1.773
O -1.067 -4.287 -1.768
H -1.393 -2.312 -2.649
H -1.348 -2.401 -0.956
H -2.770 -3.093 -1.777
H -0.724 -4.453 -2.637
C 0.959 4.858 0.304
O 1.677 3.590 0.173
H 1.337 5.677 -0.362
H 1.195 5.184 1.321
H -0.140 4.683 0.146
H 1.609 3.245 -0.705
C -2.930 0.503 3.675
O -3.201 1.191 4.844
H -3.631 0.866 2.836
H -3.111 -0.578 3.732
H -1.915 0.497 3.434
H -3.203 0.541 5.518
C 0.915 -1.735 0.223
O 2.201 -1.444 -0.347
H 0.180 -1.040 -0.143
H 0.877 -1.667 1.287
H 0.598 -2.649 -0.255
H 2.028 -1.398 -1.333
C 2.389 1.418 -1.636
O 1.505 2.361 -2.283
H 2.127 1.272 -0.596
H 3.468 1.851 -1.569
H 2.542 0.537 -2.110
H 2.041 3.163 -2.575
```

Computed properties:
- E: -1041.41430 Eh
- LUMO level: 0.260 eV
- HOMO energy: -9.64 eV
- Net charge: 0
- SMILES: CO.CO.CO.CO.CO.CO.CO.CO.CO

---

# C4H6NO

A gas-phase ion, C4H6NO (charge +1) (ωB97M-V/def2-TZVPD, OMol25).

```
12
Properties=species:S:1:pos:R:3
C -2.467 2.675 -1.425
C 0.551 -0.398 -0.070
C -0.847 0.816 -1.330
C 1.009 -0.921 1.220
N -1.740 1.783 -1.336
O -0.390 0.443 -0.088
H -3.361 3.205 -1.568
H 1.044 -0.697 -0.891
H -0.053 0.813 -2.157
H 0.236 -1.693 1.465
H 0.880 -0.152 2.009
H 1.987 -1.251 1.096
```

Computed properties:
- E: -285.58409 Eh
- LUMO level (spin up / spin down): -5.221 / -5.220 eV
- HOMO energy (spin up / spin down): -12.61 / -12.61 eV
- Net charge: +1

---

# C14H18N2O3

A single C14H18N2O3 molecule (ωB97M-V/def2-TZVPD, OMol25).

```
37
Properties=species:S:1:pos:R:3
C 0.912 4.272 -1.335
H 0.424 3.636 -2.081
O 0.564 3.893 -0.026
C 0.875 2.632 0.388
C 0.498 2.305 1.691
C 0.744 1.047 2.195
C 1.381 0.075 1.422
C 1.784 0.417 0.138
C 1.529 1.676 -0.380
H 1.851 1.893 -1.385
H 2.316 -0.289 -0.478
N 1.649 -1.204 1.970
H 1.513 -1.164 2.976
C 0.890 -2.340 1.442
C -0.576 -1.923 1.309
O -1.356 -1.726 2.204
N -0.824 -1.700 -0.025
C 0.224 -2.060 -0.850
O 0.260 -1.905 -2.041
C 1.275 -2.726 0.020
H 1.197 -3.805 -0.129
H 2.283 -2.424 -0.251
C -2.074 -1.100 -0.484
C -1.801 0.269 -1.098
H -2.739 0.732 -1.391
H -1.169 0.163 -1.976
H -1.301 0.914 -0.378
C -2.779 -2.033 -1.462
H -2.948 -3.007 -1.006
H -3.740 -1.610 -1.742
H -2.177 -2.162 -2.357
H -2.680 -0.984 0.423
H 1.008 -3.164 2.149
H 0.432 0.806 3.201
H 0.001 3.054 2.286
H 0.559 5.296 -1.449
H 1.996 4.245 -1.487
```

Computed properties:
- E: -879.54695 Eh
- LUMO level: 0.817 eV
- HOMO energy: -8.10 eV
- Net charge: 0
- SMILES: COc1ccc(N[C@@H]2CC(=O)N(C(C)C)C2=O)cc1

---

# C46H135N15O16

16 unconnected molecules or ions with the total composition C46H135N15O16 (ωB97M-V/def2-TZVPD, OMol25).

```
212
Properties=species:S:1:pos:R:3
C 2.656 -10.705 25.358
C 1.679 -10.329 26.435
C 2.321 -9.978 27.736
O 3.179 -11.069 28.175
C 2.576 -11.949 29.113
N 0.896 -9.106 26.074
H 3.313 -11.498 25.619
H 3.251 -9.843 25.066
H 2.136 -11.110 24.513
H 1.043 -11.240 26.653
H 1.607 -9.632 28.548
H 3.092 -9.149 27.679
H 3.418 -12.556 29.476
H 1.812 -12.545 28.641
H 1.942 -11.442 29.802
H 0.624 -9.187 25.037
H -0.006 -9.243 26.581
C -0.421 0.549 22.894
C -0.431 -0.690 23.853
C 0.882 -0.670 24.698
O 1.082 -1.991 25.137
C 2.501 -2.347 25.306
N -1.570 -0.785 24.663
H -1.288 0.546 22.239
H 0.458 0.414 22.221
H -0.429 1.498 23.477
H -0.369 -1.557 23.207
H 0.821 0.086 25.531
H 1.656 -0.274 24.054
H 2.538 -3.441 25.136
H 2.780 -2.135 26.327
H 3.077 -1.856 24.564
H -1.707 -0.146 25.424
H -2.385 -0.665 24.124
C 7.485 -5.921 33.046
C 7.616 -7.236 32.265
C 6.241 -7.699 31.755
O 5.356 -7.986 32.779
C 3.996 -8.137 32.420
N 8.376 -6.935 31.041
H 6.845 -5.924 33.918
H 7.098 -5.241 32.263
H 8.427 -5.556 33.272
H 7.974 -8.072 32.849
H 6.390 -8.597 31.038
H 5.847 -6.886 31.174
H 3.810 -8.991 31.751
H 3.696 -7.240 31.868
H 3.357 -8.232 33.307
H 8.641 -7.758 30.494
H 9.219 -6.410 31.200
C -1.452 -6.332 28.391
C -0.374 -5.217 28.404
C 0.888 -5.788 29.019
O 1.856 -4.713 28.899
C 2.992 -4.870 29.765
N -0.198 -4.730 27.022
H -1.024 -7.168 27.807
H -2.414 -5.922 28.064
H -1.695 -6.612 29.385
H -0.602 -4.340 29.057
H 1.298 -6.619 28.452
H 0.673 -5.988 30.078
H 3.706 -4.034 29.487
H 3.440 -5.835 29.583
H 2.672 -4.859 30.807
H -1.066 -4.673 26.536
H 0.333 -3.904 26.858
C 13.658 -5.112 26.685
C 12.404 -5.109 25.779
C 11.269 -5.643 26.621
O 10.220 -5.826 25.638
C 9.132 -6.449 26.276
N 12.010 -3.742 25.527
H 13.686 -4.751 27.697
H 14.439 -4.477 26.238
H 13.997 -6.109 26.795
H 12.608 -5.765 24.921
H 11.127 -4.962 27.403
H 11.638 -6.599 26.993
H 8.358 -6.831 25.582
H 8.634 -5.842 27.031
H 9.512 -7.331 26.780
H 11.058 -3.724 25.164
H 12.651 -3.229 24.897
C -1.291 -6.879 24.006
C -1.385 -5.516 23.294
C 0.031 -4.917 23.299
O 0.883 -5.722 22.491
C 2.285 -5.397 22.649
N -2.022 -5.626 21.967
H -0.726 -7.596 23.429
H -2.340 -7.295 24.190
H -0.876 -6.791 25.005
H -2.075 -4.918 23.917
H 0.456 -4.892 24.321
H 0.074 -3.904 22.848
H 2.793 -6.040 21.934
H 2.716 -5.442 23.698
H 2.418 -4.434 22.220
H -2.599 -4.844 21.697
H -2.558 -6.437 21.691
C 6.482 -7.206 22.970
C 6.310 -8.730 22.967
C 6.214 -9.301 24.389
O 7.380 -8.962 25.143
C 8.490 -9.846 24.903
N 5.050 -9.190 22.366
H 7.410 -6.805 23.421
H 5.660 -6.738 23.528
H 6.523 -6.829 21.969
H 7.106 -9.257 22.439
H 6.166 -10.405 24.400
H 5.435 -8.841 25.085
H 8.223 -10.629 24.234
H 8.883 -10.192 25.843
H 9.307 -9.316 24.398
H 5.108 -9.212 21.388
H 4.322 -8.586 22.657
C 5.510 2.260 33.172
C 4.989 2.111 31.707
C 5.899 1.165 30.917
O 5.390 1.190 29.602
C 5.941 0.157 28.822
N 3.695 1.434 31.692
H 6.260 3.044 33.163
H 5.934 1.301 33.571
H 4.604 2.588 33.717
H 5.056 3.015 31.084
H 5.817 0.173 31.375
H 6.958 1.439 30.952
H 5.661 0.096 27.799
H 5.631 -0.806 29.272
H 7.031 0.069 28.879
H 3.042 1.678 32.455
H 3.123 1.338 30.891
C 2.007 -2.505 34.401
C 3.028 -3.648 34.711
C 4.330 -3.485 33.974
O 4.031 -3.110 32.710
C 5.046 -2.501 31.918
N 3.330 -3.691 36.104
H 1.072 -2.645 34.931
H 1.800 -2.468 33.286
H 2.475 -1.557 34.674
H 2.587 -4.582 34.434
H 4.935 -4.372 33.987
H 4.922 -2.668 34.491
H 5.898 -3.224 31.751
H 5.539 -1.616 32.338
H 4.548 -2.175 30.984
H 2.569 -3.784 36.666
H 3.864 -2.903 36.449
C 5.704 -5.961 28.125
C 5.115 -5.408 26.859
C 6.019 -4.298 26.358
O 6.439 -3.459 27.409
C 7.463 -2.564 26.958
N 4.852 -6.429 25.846
H 5.933 -5.179 28.915
H 6.736 -6.437 27.965
H 5.062 -6.717 28.563
H 4.180 -4.964 27.171
H 5.385 -3.664 25.661
H 6.890 -4.746 25.886
H 6.953 -1.780 26.379
H 8.280 -3.045 26.380
H 7.878 -2.114 27.837
H 5.596 -7.056 25.795
H 3.959 -6.840 25.974
C 8.429 0.586 22.892
C 8.398 -0.558 23.864
C 8.171 -1.869 23.153
O 8.311 -2.863 24.108
C 8.773 -4.058 23.498
N 9.703 -0.680 24.538
H 9.264 0.467 22.167
H 8.569 1.602 23.315
H 7.540 0.789 22.303
H 7.706 -0.386 24.654
H 8.922 -1.975 22.357
H 7.137 -2.026 22.720
H 8.234 -4.271 22.561
H 8.747 -4.849 24.247
H 9.804 -3.971 23.197
H 9.914 0.097 25.061
H 9.706 -1.521 25.116
O 1.809 -8.270 23.201
H 1.924 -7.582 23.919
H 1.258 -7.765 22.526
O 1.838 -6.455 25.947
H 1.061 -5.868 26.244
H 1.569 -7.380 26.230
O 8.373 -4.385 29.535
H 7.874 -4.242 28.702
H 8.203 -5.330 29.773
C 7.532 -10.493 29.245
O 8.454 -9.711 29.607
N 7.371 -11.691 29.881
N 6.727 -10.490 28.084
H 6.719 -12.426 29.626
H 8.017 -11.838 30.686
H 5.746 -10.814 28.127
H 6.803 -9.694 27.452
C 10.374 -1.386 28.756
O 9.628 -0.506 29.186
N 11.054 -1.193 27.545
N 10.676 -2.617 29.311
H 11.359 -1.956 26.977
H 10.925 -0.378 26.991
H 11.148 -3.195 28.645
H 9.884 -3.015 29.813
```

Computed properties:
- E: -3858.57754 Eh
- LUMO level: 0.383 eV
- HOMO energy: -8.53 eV
- Net charge: 0

---

# C5H12NO

A molecular structure, C5H12NO (ωB97M-V/def2-TZVPD, OMol25).

```
19
Properties=species:S:1:pos:R:3
O -4.382 -0.327 -1.407
C -3.531 0.575 -1.457
C -2.634 1.026 0.091
C -2.859 0.173 1.242
C -1.855 -0.969 1.354
C -1.848 -1.698 -0.007
N -3.758 1.721 -0.586
H -3.017 0.630 -2.369
H -1.885 1.743 0.331
H -4.165 0.042 0.941
H -3.469 0.787 2.084
H -0.785 -0.599 1.647
H -2.183 -1.496 2.329
H -2.868 -1.768 -0.456
H -1.549 -2.761 0.072
H -1.277 -1.079 -0.707
H -3.544 2.687 -0.682
H 22.479 0.986 -1.117
H 23.130 0.326 -1.303
```

Computed properties:
- E: -327.12409 Eh
- LUMO level: -8.281 eV
- HOMO energy: -13.95 eV
- Net charge: +1

---

# CH6S2

2 unconnected molecules or ions with the total composition CH6S2 (ωB97M-V/def2-TZVPD, OMol25).

```
9
Properties=species:S:1:pos:R:3
C 1.641 0.877 -0.448
H 1.873 0.043 -1.115
H 2.160 1.774 -0.789
H 1.981 0.637 0.561
H 0.578 1.094 -0.435
S -2.813 -0.325 0.868
S -2.114 -1.898 -0.256
H -2.433 -0.770 2.080
H -0.874 -1.433 -0.465
```

Computed properties:
- E: -838.05469 Eh
- LUMO level: 0.375 eV
- HOMO energy: -9.73 eV
- Net charge: 0
- SMILES: SS.C

---

# C3H8NO2S

2 unconnected molecules or ions with the total composition C3H8NO2S (ωB97M-V/def2-TZVPD, OMol25).

```
15
Properties=species:S:1:pos:R:3
C 1.044 0.834 -0.162
C -1.832 -0.178 -0.500
C -0.417 -0.757 -0.612
N 0.087 -1.488 0.349
O 0.612 1.623 0.911
O 1.787 1.357 -1.115
S 1.895 0.785 1.662
H -2.539 -0.568 -1.325
H -1.709 0.949 -0.665
H -2.350 -0.321 0.440
H 0.023 -0.922 -1.601
H 1.018 -0.140 2.284
H 0.970 -2.016 0.255
H -0.554 -1.549 1.198
H 1.966 2.391 -1.121
```

Computed properties:
- E: -722.11667 Eh
- LUMO level: -4.455 eV
- HOMO energy: -13.12 eV
- Net charge: +1

---

# C11H10O2S

A single C11H10O2S molecule (ωB97M-V/def2-TZVPD, OMol25).

```
24
Properties=species:S:1:pos:R:3
C 2.194 -0.220 2.526
C 1.422 -1.368 2.258
C 2.095 0.931 1.786
C 0.444 -1.338 1.253
C 1.047 0.972 0.834
C 0.197 -0.115 0.598
C -0.413 1.729 -0.866
C 0.644 2.149 0.077
C -2.526 -0.672 -1.639
C -1.510 -1.411 -2.426
C -0.668 0.210 -0.560
O -0.979 2.401 -1.642
O -2.060 -0.261 -0.332
S 0.077 -0.614 -2.018
H 3.024 -0.340 3.205
H 1.472 -2.356 2.762
H 2.708 1.894 2.005
H 0.069 -2.309 0.931
H 0.273 2.897 0.866
H 1.557 2.751 -0.404
H -2.847 0.244 -2.209
H -3.318 -1.395 -1.331
H -1.288 -2.501 -2.178
H -1.615 -1.278 -3.495
```

Computed properties:
- E: -973.77652 Eh
- LUMO level: 0.512 eV
- HOMO energy: -8.66 eV
- Net charge: 0
- SMILES: O=C1Cc2ccccc2[C@@]12OCCS2

---

# C4H11NOS2

2 unconnected molecules or ions with the total composition C4H11NOS2 (ωB97M-V/def2-TZVPD, OMol25).

```
19
Properties=species:S:1:pos:R:3
C -1.768 1.292 -0.289
C 1.264 -2.044 0.154
C -0.820 1.537 0.861
C 0.082 -1.084 -0.059
N 3.808 -0.469 -0.286
O 1.236 1.149 -0.600
S 3.655 0.906 -0.760
S 0.692 0.501 0.615
H -2.540 0.508 -0.261
H -2.536 2.024 -0.221
H -1.140 1.218 -1.145
H 1.187 -2.894 -0.436
H 2.190 -1.673 -0.127
H 1.365 -2.312 1.165
H -1.348 1.102 1.860
H -0.446 2.533 1.144
H -0.828 -1.572 0.540
H -0.021 -1.118 -1.093
H 3.404 1.727 0.435
```

Computed properties:
- E: -1085.18330 Eh
- LUMO level: 0.298 eV
- HOMO energy: -8.26 eV
- Net charge: 0

---

Which energy relative to the best compared isomer or geometry (same formula, charge and spin) belongs to each record? In order, 7.8, 161.0, 86.7, 12.5, 0.0, 210.5, 0.0, 115.9, 2.1, 138.8 kcal per mole.